#one
Entry from the Open Molecules 2025 dataset: a 2-piece molecular cluster, C3H10NO3 overall (ωB97M-V/def2-TZVPD).

Summary:
HOMO energy = -3.01 eV
Charge = -1
Spin multiplicity = 1

```
17
C3H10NO3 (ωB97M-V/def2-TZVPD)
N 1.2910 0.9678 -0.9053
C 0.8759 -0.4149 -0.4096
C -0.4417 -0.7953 -1.0811
O -0.5766 -0.2951 -2.3651
C 0.6671 -0.3204 1.3420
O -0.5353 0.0905 1.6092
H 0.8416 1.5985 -0.3198
H 2.2374 1.1606 -0.6293
H 1.5837 -1.2093 -0.5802
H -0.4958 -1.9667 -1.1806
H -1.3950 -0.3684 -0.4697
H 0.2681 0.1989 -2.5467
H 0.8691 -1.5163 1.4857
H 1.6054 0.2192 1.7611
H -1.7183 1.3564 1.7243
H -2.4921 0.3746 0.8915
O -2.5846 0.9199 1.6737
```

#two
Entry from the Open Molecules 2025 dataset: a 2-piece molecular cluster, C3H10NO3 overall (ωB97M-V/def2-TZVPD).

Summary:
HOMO energy = -3.37 eV
Charge = -1
Spin multiplicity = 1

```
17
C3H10NO3 (ωB97M-V/def2-TZVPD)
C -1.1853 -0.0639 -0.1917
C -0.8191 1.3732 0.2559
O -0.1186 2.1846 -0.6436
N -0.1037 -1.0788 -0.2618
C 1.1229 -0.8115 -1.1190
O 1.0168 0.0729 -2.1475
H -1.7555 -0.0203 -1.1074
H -1.8448 -0.3881 0.6073
H -1.7392 1.8858 0.4836
H -0.2816 1.2848 1.2004
H 0.4463 1.5720 -1.2539
H -0.4968 -1.9113 -0.6121
H 1.9143 -0.5255 -0.3889
H 1.3463 -1.7842 -1.5031
H 0.3402 -0.8407 1.7249
H 1.5072 -0.3488 2.3453
O 0.6505 -0.6003 2.6116
```

Going by the energies, #two is most stable and the next is 0.0622 hartree up.

#one
Entry from the Open Molecules 2025 dataset: a 2-piece molecular cluster, C6H9N2O2 overall (ωB97M-V/def2-TZVPD).

Summary:
HOMO energy = -3.93 eV
Charge = -1
Spin multiplicity = 1

```
19
C6H9N2O2 (ωB97M-V/def2-TZVPD)
C -2.9156 -2.7619 -0.8383
C -1.9318 -1.8655 -0.0502
C -1.1873 0.1849 0.4674
C -0.7700 -1.9985 0.7278
N -2.2855 -0.5142 -0.1357
N -0.4286 -0.6878 1.1248
H -1.1535 1.2201 0.2777
H -3.0805 -3.6148 -0.1224
H -2.5321 -3.1471 -1.6908
H 0.3889 -0.5310 1.5423
H -0.3799 -2.9873 0.8959
H -3.8579 -2.3945 -1.1204
C 2.3511 0.9388 -1.2425
C 2.2785 2.1163 -0.1384
O 3.1954 1.9984 0.6523
O 1.2571 2.7787 -0.1254
H 3.3002 0.7162 -1.6741
H 1.7583 1.1282 -2.1541
H 1.9857 0.1226 -0.6481
```

#two
Entry from the Open Molecules 2025 dataset: a 2-piece molecular cluster, C6H9N2O2 overall (ωB97M-V/def2-TZVPD).

Summary:
HOMO energy = -4.13 eV
Charge = -1
Spin multiplicity = 1

```
19
C6H9N2O2 (ωB97M-V/def2-TZVPD)
C -3.4869 -1.7438 0.1291
C -2.1445 -1.3588 -0.3487
C -0.2528 -0.3126 -0.3155
C -1.3964 -1.8843 -1.3684
N -1.3883 -0.4474 0.3448
N -0.2600 -1.1170 -1.3951
H 0.4674 0.4090 0.0821
H -3.8003 -1.5950 1.1675
H -3.7635 -2.7526 -0.1525
H 0.4495 -1.2926 -2.0828
H -1.6694 -2.4680 -2.2371
H -4.2907 -1.1061 -0.2798
C 2.2614 0.8589 1.8107
C 2.1652 1.8049 0.5507
O 1.0422 2.3200 0.3544
O 3.1915 1.7835 -0.1622
H 1.6460 -0.0331 1.7181
H 2.0193 1.4443 2.7009
H 3.2768 0.4766 1.8915
```

#three
Entry from the Open Molecules 2025 dataset: a 2-piece molecular cluster, C6H9N2O2 overall (ωB97M-V/def2-TZVPD).

Summary:
HOMO energy = -4.72 eV
Charge = -1
Spin multiplicity = 1

```
19
C6H9N2O2 (ωB97M-V/def2-TZVPD)
C 0.9910 -1.6724 -3.1910
C 1.9938 -0.6213 0.0241
C 0.0495 -1.4382 -0.8304
C 1.1083 -1.3445 -1.7469
N 0.6998 -0.8904 0.3584
N 2.2746 -0.8228 -1.2269
H 0.1739 -0.2266 1.1982
H 2.6354 -0.2331 0.8296
H -1.0225 -1.6135 -0.9123
H 1.9587 -2.3255 -3.5014
H 1.0910 -0.9308 -3.8764
H 0.1238 -2.2402 -3.2480
C -1.8248 2.4807 2.8279
C -1.7300 1.4672 1.5943
O -2.7551 1.0858 0.9572
O -0.4627 1.1783 1.5449
H -1.0632 2.1865 3.6723
H -2.8403 2.5437 3.0590
H -1.4014 3.4171 2.4675
```

#four
Entry from the Open Molecules 2025 dataset: an isolated ion of composition C6H9N2O2 and charge -1 (ωB97M-V/def2-TZVPD).

Summary:
HOMO energy = -3.20 eV
Charge = -1
Spin multiplicity = 1
SMILES = CC(C)c1c([O-])[nH][nH]c1=O

```
19
C6H9N2O2 (ωB97M-V/def2-TZVPD)
C -1.4115 -0.8750 1.1799
C -0.9953 -0.4970 -0.2765
C -1.9770 0.5498 -0.8027
C 0.4262 -0.0536 -0.2717
C 1.6009 -1.0104 0.2334
O 1.7245 -2.1105 0.7371
N 2.7132 -0.1875 -0.0123
N 2.3451 1.2094 0.0305
C 0.8956 1.1957 -0.5284
O 0.4583 2.2229 -1.0005
H -2.0612 -1.7270 1.1590
H -1.8466 -0.0336 1.6627
H -0.5069 -1.1554 1.6914
H -1.1784 -1.4752 -0.8729
H -1.4621 1.0159 -1.6971
H -2.1729 1.4090 -0.0863
H -2.9211 0.1052 -0.9727
H 3.5369 -0.3360 0.4672
H 2.8323 1.7534 -0.6403
```

Going by the energies, #two is most stable and the next is 0.0194 hartree up.

#one
Entry from the Open Molecules 2025 dataset: a 2-piece molecular cluster, C6H9N2O2 overall (ωB97M-V/def2-TZVPD).

Summary:
HOMO energy = -4.74 eV
Charge = -1
Spin multiplicity = 1

```
19
C6H9N2O2 (ωB97M-V/def2-TZVPD)
C -0.6083 2.3320 3.3838
C 0.2153 1.5373 2.3486
O 0.1375 0.2883 2.4672
O 0.9008 2.1705 1.5112
H -1.5918 2.6111 2.9807
H -0.1774 3.2616 3.7636
H -0.9097 1.6895 4.2194
C -0.2510 -2.8837 -2.4268
C -0.1425 -0.9306 -0.7191
C 0.0778 -1.5225 -1.9574
C 0.8955 0.4691 -2.0066
N 0.4950 0.2682 -0.7256
N 0.5389 -0.5065 -2.8005
H -0.6287 -1.2516 0.1909
H 0.6071 0.8787 0.0905
H -0.4038 -2.8031 -3.5098
H -1.1030 -3.3780 -1.9701
H 1.3623 1.3673 -2.3831
H 0.5859 -3.5975 -2.4570
```

#two
Entry from the Open Molecules 2025 dataset: a 2-piece molecular cluster, C6H9N2O2 overall (ωB97M-V/def2-TZVPD).

Summary:
HOMO energy = -3.99 eV
Charge = -1
Spin multiplicity = 1

```
19
C6H9N2O2 (ωB97M-V/def2-TZVPD)
C 2.7160 -0.3334 0.6029
C 2.5957 0.3342 2.0202
O 1.3938 0.6512 2.3278
O 3.5543 0.4746 2.7639
H 2.1177 0.2781 0.0142
H 2.2797 -1.3611 0.4974
H 3.7863 -0.3157 0.2761
C -2.2426 -1.3436 -1.9202
C -1.5415 -0.1718 -1.1841
C 0.0121 1.1645 -0.1545
C -2.2309 0.4009 -0.0568
N -0.1953 0.4202 -1.2736
N -1.2105 1.1996 0.5728
H 1.0028 1.5584 0.2951
H -3.2484 -1.4900 -1.6340
H -1.6879 -2.2561 -1.7844
H -1.4283 1.4822 1.6229
H -3.3597 0.4267 0.0193
H -2.3133 -1.1189 -3.0050
```

#three
Entry from the Open Molecules 2025 dataset: C6H9N2O2 as an isolated structure (ωB97M-V/def2-TZVPD).

Summary:
HOMO energy = -4.17 eV
Charge = -1
Spin multiplicity = 1

```
19
C6H9N2O2 (ωB97M-V/def2-TZVPD)
C -0.8991 0.3054 2.9965
C -1.3681 -1.2019 2.6218
O -1.0267 -1.7559 1.4825
O -1.9403 -1.8007 3.4890
H -1.7347 0.7200 3.7096
H -0.8533 0.9371 2.1889
H 0.1653 0.3460 3.3563
C 2.2298 0.6318 -2.6645
C -1.1735 0.4127 -1.4304
C 0.7317 -0.3192 -0.7267
C 0.9062 0.3751 -1.9064
N -0.6654 -0.2797 -0.4734
N -0.2407 0.8347 -2.4145
H -1.0407 -1.2015 0.4511
H -2.2335 0.5933 -1.5591
H 1.6314 -0.8501 -0.3854
H 2.0300 1.5805 -3.0660
H 2.2863 -0.0153 -3.4733
H 3.1953 0.6878 -2.1961
```

Going by the energies, #one is most stable and the next is 0.0466 hartree up.

#one
Entry from the Open Molecules 2025 dataset: C23H26BiF3N2O11S2Si as an isolated structure (ωB97M-V/def2-TZVPD).

Summary:
HOMO energy = -9.24 eV
Spin multiplicity = 1

```
69
C23H26BiF3N2O11S2Si (ωB97M-V/def2-TZVPD)
Bi -1.3910 0.2810 -2.1005
O -0.2606 1.6527 2.6459
C -0.5622 1.9114 1.3647
O 0.2162 1.8246 0.4598
C -1.9691 2.4174 1.2065
C -2.6509 2.9684 2.2855
C -3.9187 3.4752 2.0738
C -4.4535 3.4168 0.7970
C -3.6925 2.8365 -0.2094
N -2.4767 2.3384 -0.0172
C -4.2375 2.6616 -1.6020
O -5.0392 3.6287 -2.0662
O -3.9874 1.6956 -2.2651
H 0.6805 1.4168 2.6715
H -2.1863 2.9896 3.2601
H -4.4879 3.9027 2.8882
H -5.4548 3.7777 0.6012
H -5.0312 4.3943 -1.4781
F 0.9829 -2.8943 -5.6291
C 0.6235 -2.7745 -4.3543
F 1.5668 -2.0874 -3.7099
F 0.5337 -3.9879 -3.8135
S -1.0009 -1.9151 -4.2621
O -1.8949 -2.7425 -4.9978
O -0.7459 -0.5594 -4.7070
O -1.2649 -1.8888 -2.7795
C 1.9020 -3.4769 -0.5433
C 2.6992 -2.2553 -0.1930
C 3.9428 -2.0160 -0.7831
C 4.6441 -0.8530 -0.5187
C 4.1048 0.0830 0.3555
C 2.8897 -0.1521 0.9752
C 2.1930 -1.3170 0.6983
S 4.8759 1.6642 0.5379
O 4.2270 2.3056 1.6442
O 6.2990 1.5139 0.4892
N 4.4619 2.4983 -0.8094
C 3.0527 2.6277 -1.1749
C 2.6303 1.5872 -2.2192
C 1.1406 1.3893 -2.2122
O 0.3366 2.2847 -2.4607
O 0.7446 0.1860 -1.8943
H 2.5435 -4.2915 -0.8798
H 1.2042 -3.2497 -1.3488
H 1.3214 -3.8285 0.3104
H 4.3619 -2.7495 -1.4615
H 5.6066 -0.6712 -0.9818
H 2.5117 0.5936 1.6600
H 1.2289 -1.4911 1.1624
H 5.1223 2.3730 -1.5639
H 2.8565 3.6410 -1.5210
H 2.4711 2.4881 -0.2644
H 3.0940 0.6309 -1.9886
H 2.9321 1.8870 -3.2252
C -2.9748 -0.6258 3.6855
Si -2.1744 -1.9285 2.6094
C -0.5771 -2.5110 3.3817
C -3.3284 -3.3593 2.3044
C -1.7942 -1.1452 0.9827
C -1.5824 -0.6279 -0.0972
H -3.2711 -1.0492 4.6484
H -3.8678 -0.2177 3.2072
H -2.2810 0.1957 3.8767
H -0.7637 -2.9940 4.3435
H 0.1009 -1.6729 3.5579
H -0.0755 -3.2328 2.7341
H -3.5850 -3.8619 3.2398
H -2.8670 -4.0905 1.6384
H -4.2539 -3.0202 1.8353
```

#two
Entry from the Open Molecules 2025 dataset: C23H26BiF3N2O11S2Si as an isolated structure (ωB97M-V/def2-TZVPD).

Summary:
HOMO energy = -6.32 eV
Spin multiplicity = 1

```
69
C23H26BiF3N2O11S2Si (ωB97M-V/def2-TZVPD)
Bi 1.0185 2.2952 0.1604
O 2.5099 -1.0402 2.3176
C 1.8438 0.0551 1.9039
O 2.2722 0.6392 0.7911
C 0.8059 0.5755 2.5981
C 0.1687 -0.0045 3.7387
C -0.8901 0.5906 4.3237
C -1.3770 1.8436 3.7846
C -0.7856 2.3927 2.7038
N 0.3053 1.8103 2.0896
C -1.1713 3.6827 2.0917
O -2.2554 4.3287 2.5179
O -0.5044 4.1635 1.1942
H 2.8124 -1.5271 1.5257
H 0.5643 -0.9427 4.1052
H -1.3765 0.1528 5.1830
H -2.1960 2.3412 4.2884
H -2.7217 3.8033 3.1794
F -2.9198 -1.4162 0.0378
C -2.5305 -0.2218 0.4776
F -1.3647 -0.3400 1.0849
F -3.4387 0.2387 1.3355
S -2.4403 0.9995 -0.9164
O -3.7044 0.9054 -1.5855
O -0.3802 1.4949 -2.5050
O -2.0134 2.2266 -0.2958
C -2.3434 -4.7622 0.5193
C -0.8458 -4.6428 0.4685
C -0.1450 -5.0542 -0.6621
C 1.2320 -4.9242 -0.7333
C 1.9123 -4.3783 0.3434
C 1.2416 -3.9841 1.4917
C -0.1338 -4.1142 1.5429
S 3.6529 -4.1580 0.2454
O 4.2600 -4.5668 1.4774
O 4.0987 -4.6837 -1.0145
N 3.8363 -2.4923 0.2382
C 3.9408 -1.7943 -1.0540
C 2.6946 -1.9035 -1.9288
C 1.4677 -1.2214 -1.3788
O 1.3055 0.0020 -1.9396
O 0.6700 -1.6928 -0.6160
H -2.6742 -5.7217 0.1214
H -2.8122 -3.9783 -0.0787
H -2.7134 -4.6663 1.5391
H -0.6844 -5.4860 -1.4972
H 1.7824 -5.2431 -1.6083
H 1.7846 -3.5701 2.3308
H -0.6663 -3.7958 2.4309
H 4.6459 -2.3071 0.8251
H 4.7815 -2.1863 -1.6295
H 4.1341 -0.7476 -0.8168
H 2.4487 -2.9505 -2.0998
H 2.9339 -1.4527 -2.8911
C -0.0461 -1.4761 -4.1942
Si -1.6021 -0.8436 -3.3844
C -2.6087 -2.2911 -2.7899
C -2.5659 0.2186 -4.5724
C -1.1243 0.3832 -1.9710
C 0.2165 0.7540 -1.4544
H -0.3416 -1.9759 -5.1209
H 0.4663 -2.2150 -3.5757
H 0.6489 -0.6767 -4.4475
H -2.8166 -2.9190 -3.6609
H -3.5623 -1.9902 -2.3579
H -2.0621 -2.8943 -2.0622
H -2.8264 -0.3575 -5.4634
H -1.9778 1.0818 -4.8884
H -3.4874 0.5773 -4.1142
```

Going by the energies, #one is most stable and the next is 0.0950 hartree up.